The following is a DFT calculation (ωB97M-V/def2-TZVPD) of the ion C5H10N3 with charge +1 at a distorted geometry.

The geometry in XYZ format:
```
18
C5H10N3, DFT ωB97M-V/def2-TZVPD
H 2.06596 -1.36381 -1.05138
H -0.84293 -2.05913 0.87209
C 1.83718 0.60890 1.14151
H 2.39538 -0.34522 1.26251
C -1.65790 -0.38557 0.23387
C 1.65648 -0.34510 -1.30749
C -1.20065 1.01021 -0.07785
H -3.46246 0.28869 -0.21341
N -0.70183 -1.06349 0.66076
H 2.59940 1.38070 0.87863
N 0.00453 1.18840 -0.39450
H -1.98635 1.66494 -0.46228
H 1.27880 0.96126 1.92504
N -3.02200 -0.44042 0.20374
H 2.51860 0.34251 -1.69636
H 0.91809 -0.46488 -2.10731
H -3.39879 -1.35981 0.29376
C 0.99851 0.38184 -0.16134
```

Computed properties:
Charge: +1
LUMO energy, eV: -4.6
F_max, hartree/bohr: 0.0938
Orbital gap, eV: 9.98

These are the natural (NBO) partial charges, in e, on atoms 1 to 2: 0.28, 0.39

***

The following is a DFT calculation (ωB97M-V/def2-TZVPD) of a structure of composition C36H41IrN4OPS4 at a distorted geometry.

The geometry in XYZ format:
```
88
C36H41IrN4OPS4, DFT ωB97M-V/def2-TZVPD
H 1.56184 -1.83270 4.68392
S -1.76413 -1.10972 -1.93812
H -2.10945 -0.41109 2.07426
H -4.60181 6.19239 1.54570
C -5.13459 1.02463 -2.50758
C 0.16293 -0.93156 -3.87982
N -2.50641 3.92434 0.76256
H -1.71421 -2.96573 3.57867
H -2.56481 -1.51203 4.11694
C 4.10336 -2.01706 0.73749
N -2.95344 1.72884 1.39349
H 6.08615 0.05626 -4.85715
C -4.69129 3.38155 1.32628
H -2.87588 -1.35612 -4.55558
H -1.26370 0.35637 4.99018
H -3.22463 6.35393 0.44229
C 1.25179 -0.31134 -4.48485
C 4.95631 -1.39903 -3.75834
C 3.77795 -3.33454 1.05055
H -4.88426 -0.36919 -5.58671
C 3.91415 -0.59483 -1.74965
C -3.50334 -0.68228 -3.98445
H 2.83449 -3.75824 0.72679
H 7.17874 -1.85173 2.14384
S 2.42129 0.70882 0.74162
H -0.54100 1.45202 -1.55230
Ir 0.20593 0.11654 0.28588
C 1.73375 0.89687 -4.00007
H 5.17429 -2.20400 -4.44723
C 5.46966 -0.12522 -3.98660
S -0.41731 2.36845 0.66748
C -5.44758 0.72196 -3.82459
C 5.20679 0.90895 -3.10013
N -0.51114 -1.55484 4.55713
C -4.10966 5.76394 0.67256
H 5.61804 1.89375 -3.27729
C 6.22534 -2.26209 1.84027
C -4.00119 0.48530 -1.91317
C 1.13097 1.50531 -2.90649
C -4.24069 2.08087 1.55152
C 0.94024 -1.71669 2.57737
C -4.63416 -0.12981 -4.56238
H -5.73007 3.64478 1.46522
H 1.10844 0.80558 3.24221
S 1.21058 -1.88264 -0.55083
C 5.33513 -1.48186 1.12503
H 3.80345 -2.63858 -2.44917
H 4.21133 1.48960 -1.29021
O -1.69824 -0.44182 -0.54529
C -3.20071 -0.35254 -2.67006
C -3.78376 4.33468 0.93041
C -1.40454 -1.21500 2.27842
C 0.02084 0.91484 -2.31292
H -6.05625 0.98310 1.32682
H 1.49934 2.45374 -2.53699
H -6.33298 1.14440 -4.27982
H 1.94879 -1.34242 2.42650
C -5.18919 1.01477 1.98831
C 4.18655 -1.64073 -2.63499
H -1.48551 -1.94828 1.47990
H 1.73669 -0.78707 -5.32688
H -0.70968 -1.92776 5.48670
C 0.08246 0.44502 3.25381
H -0.18325 -1.89766 -4.22658
H -5.78104 1.68070 -1.93920
C 5.90095 -3.57909 2.15087
H 0.66314 -3.24630 4.11588
H 2.58312 1.36565 -4.47727
C -0.32573 -0.07431 4.64522
P 3.02380 -0.99175 -0.25555
C -1.65573 -1.88107 3.64621
H -0.56742 1.25923 2.96117
H 0.44198 0.11791 5.39177
C -2.09395 2.63940 0.97089
H 5.60306 -0.46352 0.86477
H 4.44466 -5.14500 1.98541
C -0.44422 -0.29760 -2.81507
H 0.77582 -2.54277 1.89503
H -1.81699 4.59513 0.44125
H 6.60906 -4.19230 2.69211
C 4.42180 0.67999 -1.97811
H -3.73635 0.70400 -0.88819
C 0.75198 -2.16487 4.03712
N -0.02885 -0.62934 2.21495
H -4.70437 0.04187 1.98604
H -5.57034 1.23613 2.98772
C 4.68344 -4.11500 1.75674
H -4.80657 5.83750 -0.16364
```

Computed properties:
Charge: +3
LUMO energy, eV: -8.4
F_max, hartree/bohr: 0.0213
Orbital gap, eV: 7.28

These are the Löwdin partial charges, in e, on atoms 1 to 2: 0.15, 1.09

***

The following is a DFT calculation (ωB97M-V/def2-TZVPD) of a cluster of 6 separate species, C47H52ClF4N8O12S in total at a distorted geometry.

The geometry in XYZ format:
```
125
C47H52ClF4N8O12S, DFT ωB97M-V/def2-TZVPD
H -7.05126 -0.42417 -7.59341
C 1.49360 6.19856 4.15230
C 0.85640 0.99542 -0.75261
C 0.86028 6.02961 1.48148
H -0.27402 -1.98495 6.22426
C 0.33162 -2.29050 3.63771
H -1.03275 0.24387 0.14404
C 0.86638 4.87719 2.24530
N 1.15261 0.42728 10.72087
H 2.50659 -5.09100 -0.01438
F -0.48203 -2.95020 4.45580
H 1.70834 8.30535 3.81151
H 0.94348 1.52341 8.28969
N 9.03893 -2.86487 -1.44903
C -7.99468 -0.94543 -7.65676
O 0.56747 6.95965 -0.59924
C 0.03846 -2.23282 8.35085
C 1.47336 7.34632 3.37176
H -0.09286 -1.53050 0.35987
H 1.47426 -5.39365 -1.46452
H 2.46456 -2.77696 -1.76225
C 0.41169 -1.59328 9.52243
H 11.20671 -0.09212 1.50849
C -0.00805 -1.52702 7.15565
O 1.21401 -0.24086 11.72990
O -5.73896 0.37726 -4.73453
H -6.33511 2.90835 -1.85563
C -0.49236 1.17445 -0.01528
C -6.02596 2.52265 -3.94561
H -1.53288 3.04083 -0.09471
O 1.41251 1.61042 10.65152
H 1.87700 2.85015 -0.44314
C -9.19030 -0.26631 -7.51325
H 3.81793 -1.25083 -0.18223
C 1.97132 1.82815 -0.08562
H 1.74849 6.26459 5.20165
H -2.80635 0.32055 -3.25996
N 1.67706 -2.70515 0.24653
C -1.46841 2.14948 -0.71221
H 1.89242 1.83345 1.00041
O -6.08967 0.63682 -2.63021
C -2.87587 1.59359 -0.80405
C -5.94388 4.41611 -5.39005
C 2.85535 -2.55774 0.92741
H 12.28233 -4.23559 1.50250
H 0.28243 0.36957 6.20886
H -4.23792 0.09920 0.71899
C -5.88860 3.04288 -5.21783
H 0.45002 -2.14092 10.45221
H 1.20131 4.07349 4.20025
H -1.06672 2.50357 -1.66861
Cl 4.18030 -2.63262 3.21020
C 11.68372 -3.42331 1.11478
F 1.01226 -1.39067 4.31998
C 11.84664 -2.13758 1.61376
O 0.76294 -4.57903 2.21798
C 0.69010 0.47401 8.30515
C -3.97506 -0.51331 -0.14140
C -10.41070 -0.91097 -7.59423
H -1.89289 -0.88544 -2.36405
O -10.22275 1.74734 -7.09641
H 1.14070 8.15611 1.41503
H -0.26917 1.57041 0.97724
S 1.46271 -3.64976 3.02782
C 5.27472 -4.14847 0.51302
H 1.29320 -0.82087 1.12305
C -10.43175 -2.27753 -7.81926
H 4.70272 -3.20166 -1.24149
C 1.15519 7.26563 2.02556
H -0.21435 -3.28416 8.37102
H 0.73190 1.42491 -1.74475
C -6.22362 3.33357 -2.84202
N 4.02468 -2.02128 0.44867
H 5.55131 -5.93833 1.83772
C -6.13183 5.24657 -4.29385
N -5.94896 1.06784 -3.75751
C 10.00688 -2.61281 -0.37260
H 2.30564 -0.50729 -1.29905
H 12.57594 -1.94937 2.39030
C -9.24086 -2.97814 -7.95771
C 10.15116 -1.32662 0.11630
H 9.55602 -0.51516 -0.27522
O 2.01083 -4.19666 4.21988
C 2.24937 -4.77860 -1.02146
H -4.87079 -0.99197 -0.54447
H -3.60475 -1.16159 -2.59673
H 2.94383 1.45354 -0.40880
C -8.02489 -2.31236 -7.87877
H 0.62595 3.92147 1.80377
H -11.33419 -0.36263 -7.48331
H 5.92690 -2.36754 -0.33377
C 5.35985 -5.14499 1.15299
H -7.09866 -2.85927 -7.98742
F -0.42045 -1.74001 2.68064
C 0.96693 -1.36252 0.22831
H -5.83856 4.83784 -6.37963
H -6.42297 5.35416 -2.16976
O 8.40973 -1.91570 -1.88330
C 0.31765 -0.17803 7.14185
O -8.07654 1.72447 -7.21079
C 1.26483 -0.46869 -0.96973
H -3.29292 -1.29008 0.21532
C 10.75679 -3.66790 0.11510
H -9.26066 -4.04675 -8.12643
C 1.79617 -3.31579 -1.08817
C 11.07879 -1.09191 1.11768
C 0.73526 -0.24940 9.48091
C -6.27403 4.70545 -3.02184
C 4.99835 -2.92832 -0.22760
N -9.16283 1.18096 -7.25492
C -2.86943 -0.37918 -2.43564
O 8.91796 -4.00309 -1.84743
H -5.74221 2.39569 -6.06883
H -3.68623 2.27016 -0.53953
O 0.26724 4.84090 -0.40438
C -3.21464 0.31520 -1.13984
C 1.18766 4.96612 3.58971
H -11.37767 -2.79700 -7.88353
F 0.51730 -3.29263 -1.58495
H 10.62828 -4.66615 -0.27604
N 0.54042 5.93905 0.04894
H -6.16829 6.31930 -4.43024
H 0.68522 -0.84812 -1.81268
H 3.12581 -4.90791 -1.65429
N 2.83453 -2.90891 2.21400
```

Computed properties:
Charge: +1
LUMO energy, eV: -4.8
F_max, hartree/bohr: 0.0624
Orbital gap, eV: 4.40

These are the Löwdin partial charges, in e, on atoms 1 to 2: 0.12, -0.06

***

The following is a DFT calculation (ωB97M-V/def2-TZVPD) of a cluster of 2 separate species, CH5N3O3 in total at a distorted geometry.

The geometry in XYZ format:
```
12
CH5N3O3, DFT ωB97M-V/def2-TZVPD
O -2.32349 1.02347 0.23237
H 2.78650 0.07037 -1.42262
C 2.53868 0.10291 -0.26540
H 0.47232 -1.02662 0.49778
H 3.25925 0.66328 0.09682
H 2.43844 -0.92538 0.31396
O -2.31354 -1.19662 -0.07489
N -2.95835 -0.15676 -0.01388
N 1.24130 0.67231 -0.01950
O -4.13578 0.01417 -0.19788
N 0.32487 -0.05463 0.33124
H -1.33020 0.81348 0.52200
```

Computed properties:
LUMO energy, eV: 0.1
F_max, hartree/bohr: 0.1248
Orbital gap, eV: 10.22

These are the natural (NBO) partial charges, in e, on atoms 1 to 2: -0.53, 0.24

***

Which of these has the lowest LUMO energy? C36H41IrN4OPS4

***

Copy entry 1 word for word.
The following is a DFT calculation (ωB97M-V/def2-TZVPD) of the ion C5H10N3 with charge +1 at a distorted geometry.

The geometry in XYZ format:
```
18
C5H10N3, DFT ωB97M-V/def2-TZVPD
H 2.06596 -1.36381 -1.05138
H -0.84293 -2.05913 0.87209
C 1.83718 0.60890 1.14151
H 2.39538 -0.34522 1.26251
C -1.65790 -0.38557 0.23387
C 1.65648 -0.34510 -1.30749
C -1.20065 1.01021 -0.07785
H -3.46246 0.28869 -0.21341
N -0.70183 -1.06349 0.66076
H 2.59940 1.38070 0.87863
N 0.00453 1.18840 -0.39450
H -1.98635 1.66494 -0.46228
H 1.27880 0.96126 1.92504
N -3.02200 -0.44042 0.20374
H 2.51860 0.34251 -1.69636
H 0.91809 -0.46488 -2.10731
H -3.39879 -1.35981 0.29376
C 0.99851 0.38184 -0.16134
```

Computed properties:
Charge: +1
LUMO energy, eV: -4.6
F_max, hartree/bohr: 0.0938
Orbital gap, eV: 9.98

These are the natural (NBO) partial charges, in e, on atoms 1 to 2: 0.28, 0.39

***

Which value of F_max does entry 3 give? 0.0624 hartree/bohr

***

What is the F_max in the fourth record? 0.1248 hartree/bohr